(1)
ORCA calculation (the ωB97M-V functional and the def2-TZVPD basis) on a single C21H32N4O3 molecule.

Geometry as ORCA input:
```
! RIJCOSX wB97M-V def2-TZVPD def2/J DEFGRID3
* xyz 0 1
H -0.73 1.24 0.63
H -1.37 4.62 -0.58
H -0.24 1.29 -4.58
C -1.16 -4.96 2.08
C 2.21 5.17 0.33
C -0.16 3.85 1.03
C 0.86 5.57 -1.87
C -0.04 -0.34 -3.24
C -1.93 -7.09 3.21
N 0.60 -1.44 -3.42
C -0.35 -2.83 0.93
C 0.08 -3.82 -2.79
H -0.06 4.86 1.41
H -0.58 1.75 -1.91
H -1.31 -1.00 0.16
N -1.33 -1.86 -2.36
H -1.06 -2.99 2.96
H -0.79 -4.37 -2.42
N 1.10 3.17 1.26
H -3.10 -5.31 2.91
C 2.32 3.97 1.25
O 2.30 1.27 1.50
C 0.76 3.18 -2.61
H 0.96 -0.79 2.19
H 0.37 -4.18 -3.77
H 2.69 4.40 -1.68
H -2.19 -7.56 2.25
C 1.22 1.81 1.40
H -0.62 1.34 2.37
O 1.54 3.43 -3.51
C 0.17 -0.46 1.53
C -0.52 -1.35 0.82
H -0.96 3.39 1.61
H -0.55 -3.31 -0.03
H -1.05 2.93 -0.66
H 0.91 -3.97 -2.10
H 0.68 -3.07 1.20
H -1.38 -5.40 1.10
H 1.05 5.74 -2.92
C 1.87 4.80 -1.09
C -0.08 1.01 1.47
O -1.21 -0.50 -2.63
H 1.50 5.91 0.72
H 0.31 6.33 -1.34
H -2.32 -3.18 1.75
C 0.33 1.04 -3.68
H -2.59 -7.52 3.97
H -0.12 -5.22 2.30
C -1.28 -3.45 1.99
H 3.18 5.68 0.33
C -0.24 -2.37 -2.85
H 1.39 1.06 -3.94
C 0.54 4.14 -1.47
C -0.58 3.88 -0.46
N 0.08 2.00 -2.62
C -2.07 -5.58 3.13
H 2.56 4.30 2.27
H 3.13 3.31 0.93
H -1.84 -5.13 4.11
H -0.91 -7.38 3.46
*
```

Calculated values
HOMO-LUMO gap (eV): 9.792
SMILES: CCCCC/C=C/CC(=O)N1CC[C@@H]2C[C@]2(C(=O)NCc2nc(C)no2)CC1
E_HOMO (eV): -9.146
Energy above the lowest of the compared OMol25 structures with the same formula, charge and spin (kJ/mol): 329.78
F_max (eV Å⁻¹): 0.2

(2)
ORCA calculation (the ωB97M-V functional and the def2-TZVPD basis) on a 2-piece molecular cluster, C2H2ClF2I overall.

Geometry as ORCA input:
```
! RIJCOSX wB97M-V def2-TZVPD def2/J DEFGRID3
* xyz 0 1
C 0.25 -0.66 -0.55
C -0.21 0.39 0.37
I -1.28 -2.39 -0.61
H 1.20 -1.29 -0.39
F 0.75 2.81 0.81
F -1.17 1.17 0.05
Cl 0.19 0.23 1.99
H 0.27 -0.26 -1.68
*
```

Calculated values
HOMO-LUMO gap (spin up / spin down) (eV): 5.833 / 5.834
E_HOMO (spin up / spin down) (eV): -9.107 / -9.108
Energy above the lowest of the compared OMol25 structures with the same formula, charge and spin (kJ/mol): 428.21
F_max (eV Å⁻¹): 3.5

(3)
ORCA calculation (the ωB97M-V functional and the def2-TZVPD basis) on a single C4H4ClF molecule.

Geometry as ORCA input:
```
! RIJCOSX wB97M-V def2-TZVPD def2/J DEFGRID3
* xyz 0 1
H -0.65 0.64 1.63
H 1.70 0.04 0.88
C 0.25 -1.07 -0.71
F 1.55 1.27 -0.68
Cl -1.24 1.98 -0.20
C -0.90 -0.73 -0.12
H 0.64 -1.82 -1.35
C -0.48 0.54 0.55
C 1.00 0.34 0.11
H -1.87 -1.18 -0.12
*
```

Calculated values
HOMO-LUMO gap (eV): 11.342
SMILES: F[C@@H]1C=C[C@@H]1Cl
E_HOMO (eV): -10.325
Energy above the lowest of the compared OMol25 structures with the same formula, charge and spin (kJ/mol): 97.77
F_max (eV Å⁻¹): 4.3

(4)
ORCA calculation (the ωB97M-V functional and the def2-TZVPD basis) on a 2-piece molecular cluster, C8H13N2O2 overall.

Geometry as ORCA input:
```
! RIJCOSX wB97M-V def2-TZVPD def2/J DEFGRID3
* xyz 1 1
N 0.10 -1.71 -0.04
H 1.91 2.29 -0.59
H -0.61 0.67 -2.08
C -0.76 1.15 -1.19
H 2.08 1.68 1.14
C 2.54 -2.05 0.02
C 1.41 -1.11 -0.15
O -5.82 -0.73 0.47
C 1.19 0.23 -0.13
N -0.27 0.44 -0.06
H -0.03 0.43 2.00
H 3.26 1.14 -0.02
H -1.78 0.48 1.25
C -4.98 -0.14 -0.09
H 3.33 -1.63 0.51
H -1.84 1.16 -1.34
H 2.26 -3.00 0.58
H -0.68 1.98 1.22
H -0.39 2.13 -1.27
C 2.14 1.33 0.09
O -4.12 0.45 -0.60
C -0.91 -0.89 -0.09
H 2.68 -2.42 -0.99
H 0.06 -2.75 0.09
C -0.77 0.88 1.27
*
```

Calculated values
HOMO-LUMO gap (eV): 10.295
E_HOMO (eV): -13.722
Energy above the lowest of the compared OMol25 structures with the same formula, charge and spin (kJ/mol): 323.46
F_max (eV Å⁻¹): 3.4

(5)
ORCA calculation (the ωB97M-V functional and the def2-TZVPD basis) on a 2-piece molecular cluster, C3H12N3O overall.

Geometry as ORCA input:
```
! RIJCOSX wB97M-V def2-TZVPD def2/J DEFGRID3
* xyz 1 1
O -1.22 -2.93 1.42
H 1.23 0.24 0.22
H 1.05 3.76 -1.04
C 0.37 2.06 -0.20
H -1.12 1.05 -1.15
H 1.84 3.27 0.40
N 1.05 3.18 -0.22
N 0.76 1.04 0.63
N -0.72 1.96 -0.96
H -1.23 -3.68 0.81
H -0.02 0.65 1.15
H -1.30 -1.02 0.70
H -1.23 2.79 -1.21
C -0.57 -1.83 0.84
H 0.17 -1.47 1.57
H -0.62 -2.28 -1.28
H 0.84 -1.45 -0.85
C 0.11 -2.18 -0.47
H 0.63 -3.14 -0.37
*
```

Calculated values
HOMO-LUMO gap (eV): 9.631
E_HOMO (eV): -13.533
Energy above the lowest of the compared OMol25 structures with the same formula, charge and spin (kJ/mol): 171.38
F_max (eV Å⁻¹): 0.7